Run w
Here is C3H2N2O2 in the gas phase from OMol25. Energies are from ωB97M-V/def2-TZVPD.

Each line ends with the Löwdin charge.
Element x y z (Å)
O1 -2.740 -0.631 -0.164  0.095
C1 -1.834 0.155 -0.050  -0.148
C2 -0.324 -0.159 -0.036  -0.311
N1 0.496 0.839 0.098  0.144
C3 1.702 0.212 0.085  -0.188
N2 1.647 -1.080 -0.048  0.107
O2 0.290 -1.333 -0.130  0.048
H1 -1.881 1.273 0.068  0.135
H2 2.644 0.724 0.177  0.119

The value obtained for the molar mass is 98.06 g/mol. Its SMILES is O=Cc1ncno1.

Run x
Here is C3H2N2O2 in the gas phase from OMol25. Energies are from ωB97M-V/def2-TZVPD.

Each line ends with the Löwdin charge.
Element x y z (Å)
O1 1.310 -2.132 -0.866  0.106
C1 1.159 -1.383 0.063  -0.152
C2 0.236 -0.209 -0.013  -0.331
N1 -0.552 0.225 0.919  0.160
C3 -1.194 1.247 0.268  -0.181
N2 -0.808 1.442 -0.960  0.102
O2 0.143 0.464 -1.158  0.044
H1 1.674 -1.508 1.030  0.132
H2 -1.968 1.855 0.716  0.120

The value obtained for the molar mass is 98.06 g/mol. Its SMILES is O=Cc1ncno1.

It is run x that is the most stable of them.

Run w
Here is C3H2N2O2 in the gas phase from OMol25. Energies are from ωB97M-V/def2-TZVPD.

Each line ends with the Löwdin charge.
Element x y z (Å)
H1 1.234 0.296 2.242  0.090
N1 1.193 -0.618 1.787  0.199
C1 0.492 -0.541 0.753  -0.307
C2 0.203 -1.563 -0.222  -0.106
N2 -0.271 -1.827 -1.247  0.218
O1 -0.209 0.784 0.389  0.002
C3 -0.732 1.063 -0.869  -0.291
O2 -0.804 0.314 -1.794  0.046
H2 -1.104 2.092 -1.039  0.149

The value obtained for the molar mass is 98.06 g/mol. Its SMILES is [H]/N=C(/C#N)OC=O.

Run x
Here is C3H2N2O2 in the gas phase from OMol25. Energies are from ωB97M-V/def2-TZVPD.

Each line ends with the Löwdin charge.
Element x y z (Å)
O1 -1.290 0.152 -1.402  0.084
C1 -1.479 -0.402 -0.361  -0.356
C2 0.097 1.839 0.984  0.116
N1 0.843 1.037 0.542  -0.001
C3 1.381 -0.101 -0.011  -0.176
N2 0.732 -1.185 -0.175  0.109
O2 -0.565 -1.111 0.356  -0.058
H1 -2.412 -0.422 0.217  0.149
H2 2.423 -0.082 -0.314  0.131

The value obtained for the molar mass is 98.06 g/mol.

Run y
Here is C3H2N2O2 in the gas phase from OMol25. Energies are from ωB97M-V/def2-TZVPD.

Each line ends with the Löwdin charge.
Element x y z (Å)
O1 -2.485 -0.359 -0.787  0.102
C1 -1.807 0.164 0.061  -0.142
C2 -0.302 -0.003 0.051  -0.322
N1 0.593 0.934 0.053  0.153
C3 1.752 0.203 -0.041  -0.182
N2 1.586 -1.090 -0.057  0.102
O2 0.209 -1.233 -0.024  0.035
H1 -2.240 0.771 0.880  0.134
H2 2.727 0.669 -0.135  0.121

The value obtained for the molar mass is 98.06 g/mol. Its SMILES is O=Cc1ncno1.

Run z
Here is C3H2N2O2 in the gas phase from OMol25. Energies are from ωB97M-V/def2-TZVPD.

Each line ends with the Löwdin charge.
Element x y z (Å)
C1 0.929 0.769 -0.261  -0.077
N1 0.773 -0.344 -0.852  0.184
C2 -0.387 -0.941 -0.294  -0.651
N2 -0.939 -0.043 0.783  0.194
C3 -0.181 0.963 0.707  -0.124
O1 -0.397 -2.257 -0.035  0.115
O2 -1.243 -1.688 -0.975  0.125
H1 1.625 1.618 -0.297  0.122
H2 -0.181 1.922 1.224  0.112

The value obtained for the molar mass is 98.06 g/mol. Its SMILES is C1=NC2(N=C1)OO2.

It is run y that is the most stable of them.

Run w
Here is a 6-piece molecular cluster, H11O6 overall from OMol25. Energies are from ωB97M-V/def2-TZVPD.

Each line ends with the Löwdin charge.
Element x y z (Å)
O1 -0.497 -0.290 -0.774  -0.438
H1 -1.046 -0.852 -1.370  -0.037
O2 1.997 -0.942 -2.108  -0.157
H2 2.429 -1.052 -1.236  0.021
H3 1.153 -0.422 -1.771  0.022
O3 1.064 1.842 -1.090  -0.165
H4 1.963 1.373 -1.101  0.060
H5 0.508 0.982 -0.904  -0.004
O4 -0.745 -0.857 1.797  -0.163
H6 0.255 -0.705 1.876  0.064
H7 -0.992 -0.520 0.894  -0.019
O5 0.371 3.576 0.898  -0.149
H8 -0.384 3.265 1.509  0.064
H9 0.724 2.895 0.285  -0.031
O6 -2.261 -3.249 1.260  -0.094
H10 -2.617 -2.792 0.483  0.027
H11 -1.422 -2.813 1.459  -0.001

The value obtained for the molar mass is 107.08 g/mol. Its charge is -1.

Run x
Here is a 6-piece molecular cluster, H11O6 overall from OMol25. Energies are from ωB97M-V/def2-TZVPD.

Each line ends with the Löwdin charge.
Element x y z (Å)
O1 1.875 -0.970 0.468  -0.345
H1 2.446 -1.151 -0.273  -0.029
O2 0.111 -2.928 0.715  -0.143
H2 0.582 -3.722 0.979  0.006
H3 0.861 -2.251 0.610  -0.018
O3 0.058 -1.182 -1.768  -0.108
H4 -0.392 -1.793 -1.174  -0.005
H5 0.682 -0.783 -1.133  -0.005
O4 1.145 0.970 1.724  -0.194
H6 1.509 0.109 1.157  -0.044
H7 0.250 0.671 1.942  0.012
O5 -3.676 1.438 -3.552  -0.064
H8 -4.368 0.869 -3.215  0.022
H9 -2.915 0.860 -3.698  0.040
O6 0.850 3.608 2.419  -0.110
H10 -0.105 3.595 2.485  0.005
H11 1.088 2.661 2.317  -0.021

The value obtained for the molar mass is 107.08 g/mol. Its charge is -1.

It is run x that is the most stable of them.

Run w
Here is a 2-piece molecular cluster, C11H15N overall from OMol25. Energies are from ωB97M-V/def2-TZVPD.

Each line ends with the Löwdin charge.
Element x y z (Å)
C1 3.576 -0.580 -1.415  -0.032
C2 2.599 0.564 -1.161  -0.233
C3 2.357 1.674 -1.948  -0.042
N1 1.477 2.516 -1.273  0.066
C4 1.025 1.863 -0.144  -0.216
C5 0.001 2.213 0.708  -0.022
C6 -0.561 1.202 1.528  -0.093
C7 0.070 -0.027 1.625  -0.118
C8 1.249 -0.236 0.939  -0.040
C9 1.663 0.580 -0.106  -0.149
H1 3.046 -1.397 -0.912  0.068
H2 4.500 -0.415 -0.863  0.077
H3 3.716 -0.807 -2.459  0.068
H4 2.786 1.757 -2.928  0.115
H5 0.872 3.126 -1.797  0.146
H6 -0.526 3.157 0.704  0.102
H7 -1.403 1.567 2.090  0.093
H8 -0.348 -0.780 2.282  0.100
H9 1.790 -1.163 1.135  0.109
C10 -4.068 -1.629 0.979  -0.166
C11 -2.980 -2.041 -0.011  -0.173
H10 -3.988 -2.078 1.962  0.060
H11 -4.000 -0.564 1.188  0.052
H12 -5.004 -1.864 0.472  0.061
H13 -3.070 -1.733 -1.045  0.063
H14 -2.805 -3.121 0.111  0.063
H15 -1.974 -1.782 0.337  0.039

The value obtained for the molar mass is 161.25 g/mol. Its SMILES is Cc1c[nH]c2ccccc12.CC.

Run x
Here is a 2-piece molecular cluster, C11H15N overall from OMol25. Energies are from ωB97M-V/def2-TZVPD.

Each line ends with the Löwdin charge.
Element x y z (Å)
C1 2.329 -0.574 1.553  -0.055
C2 0.890 -0.296 1.303  -0.254
C3 0.068 0.619 1.890  -0.039
N1 -1.248 0.395 1.398  0.063
C4 -1.224 -0.653 0.525  -0.228
C5 -2.287 -1.279 -0.165  -0.015
C6 -1.937 -2.296 -1.029  -0.100
C7 -0.664 -2.883 -0.948  -0.106
C8 0.305 -2.424 -0.083  -0.028
C9 0.081 -1.181 0.503  -0.154
H1 2.839 -0.746 0.595  0.079
H2 2.415 -1.577 1.991  0.082
H3 2.973 0.135 2.066  0.075
H4 0.186 1.412 2.606  0.116
H5 -1.843 1.212 1.306  0.143
H6 -3.290 -0.928 0.037  0.105
H7 -2.556 -2.702 -1.818  0.098
H8 -0.463 -3.778 -1.524  0.098
H9 1.215 -2.994 0.055  0.110
C10 -0.151 3.069 -0.918  -0.169
C11 0.750 2.053 -1.619  -0.150
H10 0.214 4.081 -1.071  0.058
H11 -1.197 2.888 -1.176  0.060
H12 -0.259 3.029 0.177  0.042
H13 0.155 1.628 -2.429  0.062
H14 1.172 1.284 -0.982  0.046
H15 1.528 2.507 -2.243  0.062

The value obtained for the molar mass is 161.25 g/mol. Its SMILES is Cc1c[nH]c2ccccc12.CC.

It is run x that is the most stable of them.